(1)
The following is a quantum chemistry calculation of C11H41BeN20O13 as an isolated structure in a non-equilibrium geometry, from the Open Molecules 2025 dataset.

The geometry in XYZ format:
```
86
Properties=species:S:1:pos:R:3
Be 23.579 -19.561 -7.417
O 27.107 -21.924 -8.857
C 26.245 -21.135 -8.241
O 26.550 -19.946 -7.837
O 25.049 -21.401 -8.301
H 26.350 -22.503 -8.978
C 23.449 -24.661 -6.029
O 24.270 -25.121 -5.216
N 23.623 -23.432 -6.344
N 22.320 -25.174 -6.319
H 23.012 -22.950 -6.987
H 24.479 -22.991 -6.039
H 21.788 -24.803 -7.094
H 22.063 -26.008 -5.811
C 25.050 -16.924 -9.559
O 24.408 -17.564 -8.755
N 26.250 -17.341 -9.966
N 24.968 -15.608 -9.706
H 26.880 -16.809 -10.549
H 26.303 -18.342 -10.092
H 25.499 -15.043 -10.354
H 24.243 -15.141 -9.181
C 30.108 -24.636 -9.997
O 31.201 -25.116 -9.740
N 29.409 -23.785 -9.357
N 29.402 -25.105 -10.940
H 28.628 -23.327 -9.805
H 29.738 -23.532 -8.436
H 29.651 -25.849 -11.576
H 28.414 -24.915 -10.854
C 22.159 -23.660 -9.883
O 21.101 -24.305 -9.883
N 22.283 -22.604 -10.624
N 23.169 -23.879 -9.107
H 22.833 -21.780 -10.427
H 21.459 -22.494 -11.198
H 23.932 -23.220 -9.164
H 23.262 -24.827 -8.771
C 30.238 -19.885 -8.139
O 31.439 -19.590 -8.090
N 29.696 -21.000 -7.908
N 29.257 -19.170 -8.485
H 30.259 -21.791 -7.630
H 28.693 -20.977 -7.794
H 28.395 -19.692 -8.410
H 29.233 -18.186 -8.709
C 25.937 -17.451 -5.646
O 25.046 -18.286 -5.786
N 26.766 -17.327 -6.609
N 26.346 -16.766 -4.655
H 27.647 -16.833 -6.622
H 26.391 -17.850 -7.387
H 26.091 -16.938 -3.692
H 27.084 -16.110 -4.866
C 28.354 -25.408 -6.534
O 28.439 -25.548 -5.361
N 28.592 -26.179 -7.580
N 27.537 -24.522 -7.026
H 28.436 -25.910 -8.541
H 28.783 -27.129 -7.296
H 27.221 -23.805 -6.388
H 27.201 -24.641 -7.971
C 23.073 -19.349 -11.043
O 23.506 -19.902 -9.997
N 22.306 -18.345 -10.941
N 23.541 -19.682 -12.210
H 21.968 -17.868 -11.764
H 22.098 -18.098 -9.984
H 23.396 -19.126 -13.040
H 24.129 -20.502 -12.176
C 26.242 -24.409 -11.404
O 26.245 -24.171 -10.211
N 25.511 -25.355 -11.895
N 26.917 -23.747 -12.299
H 25.169 -25.203 -12.832
H 24.803 -25.672 -11.248
H 27.081 -23.970 -13.271
H 27.129 -22.787 -12.066
C 26.765 -20.020 -12.419
O 26.209 -20.950 -12.954
N 27.364 -18.972 -12.968
N 27.084 -19.999 -11.161
H 27.139 -19.030 -13.951
H 27.856 -18.263 -12.444
H 26.703 -20.761 -10.619
H 27.965 -19.605 -10.864
```

- 2S+1 = 2
- electronic energy (hartree) = -2531.1437
- total charge = +2
- Kohn-Sham gap (spin up / spin down) (eV) = 3.675 / 3.273

(2)
The following is a quantum chemistry calculation of an isolated ion of composition CH2O5P and charge -1 in a non-equilibrium geometry, from the Open Molecules 2025 dataset.

The geometry in XYZ format:
```
9
Properties=species:S:1:pos:R:3
O -2.144 -0.449 -1.880
C -1.077 -0.036 -1.444
O -0.429 -0.600 -0.462
P 0.736 0.271 0.564
O 1.977 -0.526 0.537
O 0.566 1.720 0.376
O 0.150 -0.159 2.009
H -0.413 0.764 -1.811
H 0.634 -0.985 2.110
```

- 2S+1 = 1
- SMILES string = O=CO[P@@](=O)([O-])O
- ΔE to the lowest compared entry with this formula, charge and spin (kcal/mol) = 0.00
- electronic energy (hartree) = -757.0742
- total charge = -1
- Kohn-Sham gap (eV) = 10.145

(3)
The following is a quantum chemistry calculation of C18H25Cl2P2Pd as an isolated structure, from the Open Molecules 2025 dataset.

The geometry in XYZ format:
```
48
Properties=species:S:1:pos:R:3
Pd 0.570 -0.300 -0.886
C 1.213 0.561 2.479
P 0.958 1.149 0.792
C 2.535 1.872 0.276
C -0.327 2.393 0.856
C -0.185 3.656 1.413
C -1.295 4.491 1.461
C -2.526 4.061 0.982
C -2.673 2.792 0.436
C -1.563 1.961 0.369
P -1.561 0.284 -0.269
C -2.318 -0.843 0.918
C -2.570 0.196 -1.762
H 1.326 1.453 3.103
H 2.122 -0.029 2.584
H 0.350 0.009 2.849
H 2.719 2.744 0.914
H 2.510 2.213 -0.758
H 3.359 1.177 0.431
H 0.764 4.008 1.799
H -1.198 5.487 1.872
H -3.381 4.723 1.032
H -3.641 2.478 0.064
H -3.314 -0.463 1.159
H -1.740 -0.899 1.840
H -2.421 -1.837 0.482
H -3.613 0.367 -1.480
H -2.496 -0.785 -2.227
H -2.262 0.970 -2.463
Cl 0.237 -1.019 -3.432
C 0.437 0.612 -4.184
Cl 0.589 1.833 -2.929
H -0.454 0.800 -4.773
H 1.341 0.577 -4.781
C 2.630 -1.930 -1.071
C 1.712 -2.630 -0.338
C 0.790 -3.528 -1.004
C 0.107 -4.463 -0.283
C 0.307 -4.536 1.108
C 1.173 -3.671 1.800
C 1.859 -2.723 1.097
H 2.680 -2.016 -2.151
H 3.417 -1.356 -0.592
H 0.702 -3.482 -2.082
H -0.549 -5.175 -0.767
H -0.215 -5.305 1.668
H 1.317 -3.796 2.864
H 2.583 -2.080 1.582
```

- 2S+1 = 1
- ΔE to the lowest compared entry with this formula, charge and spin (kcal/mol) = 5.52
- electronic energy (hartree) = -2430.8543
- total charge = +3
- Kohn-Sham gap (eV) = 6.235

(4)
The following is a quantum chemistry calculation of a 2-piece molecular cluster, C5H8IN2 overall in a non-equilibrium geometry, from the Open Molecules 2025 dataset.

The geometry in XYZ format:
```
16
Properties=species:S:1:pos:R:3
C -0.200 -1.564 -0.097
C -1.799 -2.430 0.019
C -0.314 -2.874 -0.159
C 0.990 2.123 1.113
C 1.534 1.864 -1.205
N -1.352 -1.003 0.318
N 0.883 1.577 -0.181
I -2.064 0.760 -0.174
H -2.348 -2.461 -0.836
H -2.168 -2.984 0.836
H 0.187 -3.687 -0.486
H 0.149 2.651 1.542
H 1.183 1.207 1.654
H 1.780 3.000 0.970
H 1.221 1.323 -2.214
H 2.319 2.499 -1.100
```

- 2S+1 = 1
- ΔE to the lowest compared entry with this formula, charge and spin (kcal/mol) = 189.69
- electronic energy (hartree) = -601.9613
- total charge = +1
- Kohn-Sham gap (spin up / spin down) (eV) = 5.611 / 5.617